No. 1
C25H44LaO2P2 | ωB97M-V with the def2-TZVPD basis set

Values from the calculation:
Orbital gap (eV): 6.90
2S+1: 1
E_HOMO (eV): -9.21
E (a.u.): -1843.5429
Total charge: +1
Energy relative to the best compared isomer or geometry (same formula, charge and spin) (kJ/mol): 42.69

Cartesian coordinates (Å):
H 1.98715 -3.42601 -1.84602
H 3.84829 -1.13064 -3.45610
H 3.45637 -6.30147 -0.41484
H 0.25990 -3.52388 1.98568
P 3.76121 -3.96725 -0.27750
C 1.06776 1.40577 -0.47424
C 4.12304 -2.89854 1.19494
H 2.20895 1.71377 1.33251
H 4.26158 -1.38510 3.32456
H -1.07954 1.48121 1.96767
H 3.60673 -4.35688 2.80648
H -2.78628 -0.53487 -0.93974
H -2.32070 1.84812 -3.25771
H 5.38068 -0.99628 -0.08456
H 0.39225 -2.43099 4.01146
H -2.24061 -3.83414 -4.61873
C -2.62603 -3.22727 -3.79024
C 1.37627 -2.60021 3.54839
C -0.57756 1.38606 -2.10345
H 6.15400 -4.27001 -0.04978
C 2.33685 1.72739 0.24375
C -1.28599 1.51062 -3.40710
H 0.54546 0.80226 2.16600
H 2.45884 3.00819 -2.24730
H 2.70637 2.72335 -0.03303
C 3.12904 -1.79056 0.99374
C 5.43322 -4.40509 -0.86383
H 1.90171 -4.10540 2.03123
H 3.14913 1.01663 0.01712
H 4.54704 -2.56969 4.57132
H 5.03554 0.16802 -1.35225
H 3.37753 -0.82775 1.46275
H 2.08011 -1.13884 -3.54428
H 5.14857 -2.53300 1.01717
C 1.64179 -2.17038 1.09953
O -1.40230 -2.70658 -1.76448
O -0.54022 -2.01377 -3.70206
La 0.46772 -1.02943 -1.68092
C 1.29649 -3.20315 2.17356
C -2.58185 0.52213 -0.69813
H -1.33110 0.55558 -3.95821
C 4.21279 -3.45891 2.64365
C 3.01725 -5.51731 0.22568
H -3.24190 -2.41391 -4.19533
C 2.49218 -2.24963 4.19922
C -0.13986 0.91077 0.12255
H 5.25094 -3.78366 2.81703
C 3.90752 -2.36203 3.70032
C 3.02442 -3.07640 -1.63137
C -1.45923 -2.64232 -3.04491
H 2.41268 -1.80794 5.20251
H 5.74065 -3.81046 -1.73275
H -3.23979 1.13006 -1.33256
H 5.49232 -1.48830 -1.79999
H -0.82813 -0.27139 1.82318
C 4.92212 -0.88874 -1.07338
P 3.13534 -1.28971 -1.11042
C 1.71623 2.41324 -2.79300
H 1.15279 3.07616 -3.45940
C -0.38192 0.71114 1.58690
H 2.26481 1.73637 -3.45960
H 2.98933 0.35502 -3.00202
H 1.92555 -5.50468 0.08163
H 1.08022 -1.24722 1.31068
H 5.39737 -5.46637 -1.15211
H 3.62102 -3.21475 -2.55009
H 3.26923 -5.75069 1.27357
H -3.23973 -3.84390 -3.12970
H -0.79105 2.24347 -4.05712
H 1.22353 -2.59438 0.14679
H -2.88399 0.68403 0.34334
C 0.79620 1.70838 -1.84861
C -1.15661 0.91010 -0.88632
C 2.94773 -0.73720 -2.96248

---

No. 2
C25H44ErO2P2 | ωB97M-V with the def2-TZVPD basis set

Values from the calculation:
Orbital gap (spin up / spin down) (eV): 4.37 / 4.45
2S+1: 4
E_HOMO (spin up / spin down) (eV): -8.92 / -8.92
E (a.u.): -2826.8525
Expectation value of S²: 3.754
Total charge: +1
Energy relative to the best compared isomer or geometry (same formula, charge and spin) (kJ/mol): 443.62

Cartesian coordinates (Å):
H 4.86332 2.03099 -1.09436
C 5.32349 -0.36835 0.91127
H 3.05791 -1.57289 -4.91665
H 0.19053 -1.47512 0.96089
H 6.07454 0.82039 -1.65053
C -4.15107 1.19717 1.40583
H -4.02812 -0.05555 3.13177
H 0.89421 0.40931 3.12981
H 0.79663 -1.56204 -1.60993
H 1.70485 -2.32045 0.69181
H -3.41311 0.51782 -2.93426
H 2.63597 -4.15409 -3.86456
H -3.87811 -2.61170 3.83599
H -2.65443 -3.92274 3.72332
C -4.10768 0.95041 -0.89012
H 5.07476 -1.26448 1.50681
H -2.46692 2.95797 2.70108
H -1.70292 3.59865 1.25550
H 2.54857 -0.86455 2.22822
C 4.12301 -1.84599 -1.32413
H 3.40684 -0.13870 -3.90238
C -4.15951 0.17487 -2.19143
O -0.82545 -1.65496 3.21862
H 3.96982 -2.60391 -0.53508
C 1.26774 -0.83572 -0.89414
H 0.46256 2.64817 2.42985
H -4.94109 -1.67979 1.05638
H 4.62007 -1.46735 -4.04694
C 3.22400 -3.82969 -2.99563
H -0.10218 2.71078 -0.10533
H -4.10702 1.66018 3.53141
H -1.91502 3.64271 -1.03901
C 1.19098 0.47317 -1.31367
H -5.12467 0.26776 -2.71284
C -2.50778 2.85863 -1.52103
H 6.35488 -0.43763 0.52697
C -3.28612 2.06582 -0.53951
O -2.62392 -1.76672 1.82198
P 2.76030 -2.09471 -2.57789
C -3.36950 2.24974 0.86664
H -6.37111 -0.69187 0.96490
H -5.56494 0.80375 3.00245
P 4.18417 -0.21737 -0.50668
H -1.81049 2.22665 -2.09539
H 4.52899 1.06116 -2.57689
H -4.06602 -0.96431 -2.07506
C -5.43731 -0.87922 0.42471
C 0.92395 2.53319 0.29537
H -2.47128 -2.71403 4.95284
C -4.47642 0.90483 2.82079
H 0.55699 0.63638 -2.20446
C -1.96800 -2.05068 3.01299
H 1.42259 3.53928 0.35311
C 1.23448 -1.30597 0.55428
H 2.98772 -4.46072 -2.12969
H 2.78630 1.59737 -0.44505
Er -2.89945 -0.98206 -0.08823
C 2.00759 -0.30755 1.43740
H -3.14642 3.36179 -2.26612
C 3.54669 -1.22344 -3.99895
H -3.23703 4.23758 1.78823
C -2.67187 3.28852 1.67327
C -4.66784 0.42289 0.31810
H 1.85445 2.39781 -1.64293
H 2.75707 0.22750 0.80068
C 1.20281 0.73481 2.12609
H 5.10938 -2.03461 -1.81398
C 1.73790 1.73103 -0.77164
C -2.81476 -2.86343 3.93212
H -5.73929 -1.32005 -0.54088
H 4.30084 -3.88970 -3.22120
H 5.22806 0.52492 1.55798
C 0.80248 1.92751 1.66105
C 4.98941 1.04068 -1.57395

---

No. 3
C3H7O2S | ωB97M-V with the def2-TZVPD basis set

Values from the calculation:
Orbital gap (eV): 7.08
2S+1: 1
E_HOMO (eV): -3.14
E (a.u.): -667.1992
Total charge: -1
Energy relative to the best compared isomer or geometry (same formula, charge and spin) (kJ/mol): 115.64

Cartesian coordinates (Å):
H -1.83135 2.26876 -1.24543
O -2.33112 3.00787 -1.66131
H -1.10489 -1.34006 -0.48225
H 0.74961 -2.48782 0.44854
C 0.80120 -1.40628 0.31926
H -1.22267 -1.11247 1.17518
O 3.02799 -1.18766 1.17379
C -0.59032 -0.80742 0.34482
H 1.71597 0.32092 1.18010
H 1.15167 -1.11764 -0.69869
C 1.89702 -0.76151 1.02591
H -1.57848 3.61973 -1.72567
S -0.68466 1.00358 0.14573

---

No. 4
C30H41FN2O14P2 | ωB97M-V with the def2-TZVPD basis set

Values from the calculation:
Orbital gap (eV): 7.46
2S+1: 1
E_HOMO (eV): -8.82
E (a.u.): -3113.0485
Total charge: 0
SMILES: C[C@@H](F)Cc1nc2c(CCOC=O)cc([PH2]=O)cc2nc1P(=O)(O)O.O=C1CCCO1.O=C1CCCO1.O=C1CCCO1.O=C1CCCO1

Cartesian coordinates (Å):
C -4.61729 -3.56723 -2.73882
O 7.90346 0.66424 -3.45936
H -3.87703 -5.54045 -3.13621
C -1.37318 -0.13212 2.35447
C 8.46670 0.70260 -2.22532
C -3.05975 1.82744 5.12806
H -2.75043 -4.68280 2.25116
C 3.75878 4.54373 -5.17613
H 6.81783 -0.99495 -1.09078
C 6.41172 -0.89745 1.03596
H -4.42270 -3.77471 -1.68699
C -4.06387 -4.33276 -4.89893
H -7.09439 0.86188 2.05705
H 3.36388 6.19128 -3.86090
H 1.92108 5.22440 -4.19112
H -2.15525 2.28565 5.67660
O -3.18283 -3.25148 -4.57542
C -2.67166 -3.54498 2.16331
O 4.71963 3.85932 -3.14261
C -2.41596 -1.71148 0.28620
O 8.70833 -0.27830 -1.56196
H 5.23677 0.23169 2.46482
H -6.75220 1.83216 5.32143
C -5.70699 1.56421 4.92056
H -2.94716 -1.28561 -0.64034
H -7.71130 0.29649 3.68985
C 6.00617 -1.18856 -0.38770
H -2.60068 -3.98283 -0.02175
H 3.19000 3.73963 -5.64925
O 3.34440 0.76028 0.59031
H -5.55730 -3.02301 -2.85754
H -8.93070 -2.90985 0.91601
H 3.36493 4.83721 -1.91610
H 8.71010 2.12156 -4.67917
O 0.54484 -0.23541 0.04235
C 4.34247 0.07731 0.51336
H 6.92632 3.05067 -2.39053
H -5.89448 -1.95193 2.91421
H -1.61924 -3.18176 2.44908
H 6.90486 -1.73958 1.52404
C 5.09679 -0.50733 1.67554
H -6.76341 -1.44877 1.38066
P 0.38237 -0.56335 1.71848
C 8.77918 2.12248 -1.83860
H 7.09860 -0.04506 1.05923
H 4.55249 -1.37700 2.05259
C -4.46559 2.14221 5.68585
O -2.98175 -1.79243 -2.85166
H -5.66236 2.49396 8.05667
N -1.40569 0.73264 3.49485
H 6.93129 2.12723 -4.57254
C -4.03866 0.35780 3.12924
O 4.91132 -0.30075 -0.65622
C 4.95374 3.95454 -4.47860
F -4.52191 -3.14990 0.57225
H 8.49609 2.31907 -0.80418
C -2.78741 0.92108 3.84765
H 4.06160 5.28723 -5.91344
H 2.74163 3.41166 -2.77603
H -4.86133 -3.95167 -5.54399
C -4.58696 -4.83010 -3.57219
O -5.27990 4.55456 6.80276
O 1.57633 0.34432 2.55294
C -6.84266 0.15276 2.93327
H 5.66056 -2.21838 -0.51950
H 8.33171 3.89667 -3.04866
C -2.57882 -0.73907 1.57464
C -6.84471 -1.40416 2.53926
O -7.57110 -4.14052 1.97615
C -3.50322 -2.76074 -3.34786
H -3.51344 -5.10647 -5.43734
C -5.50682 0.66519 3.64583
H 9.84586 2.30628 -1.98898
H -3.44483 -3.09584 2.87962
O 0.65376 -2.06053 2.04772
H -0.21580 0.29262 -0.29490
H -3.41731 3.33228 7.95001
P -4.68331 3.20629 7.26285
C 3.38359 4.29322 -2.86208
C 7.85788 1.99173 -4.00413
C 7.92734 2.91151 -2.81002
O 5.96879 3.57916 -5.01441
C -3.07408 -3.16202 0.64406
C 2.99893 5.17270 -4.02813
C -8.25779 -3.08496 1.82984
H -5.55517 -5.32771 -3.65035
O -8.08505 -2.09756 2.88183
H 2.25872 0.52715 1.83030
N -3.92919 -0.46793 1.95799
H -1.32813 -1.92857 0.01981